Density functional theory data (wB97M-V/def2-TZVPD) for a structure of composition C4H6O2.

Atoms and positions in Å:
O 1.4838 -1.9913 -0.3636
C 0.8218 -0.9593 -0.2702
C 1.0494 0.1593 -1.1641
C -0.6521 1.3257 0.1366
O -1.1944 0.1324 0.5305
C -0.2005 -0.8077 0.8694
H 0.5406 -0.0118 -2.1283
H 0.1678 1.1993 -0.6976
H -0.0562 1.8466 0.9027
H -1.4205 1.9620 -0.3052
H -0.7094 -1.7575 1.0371
H 0.3283 -0.5293 1.7948

Atomic forces in eV per Å
O -0.388 0.621 0.027
C 0.300 -0.454 -0.064
C -0.125 -0.242 0.205
C -0.038 -0.004 -0.039
O -0.132 0.176 0.145
C 0.005 -0.092 0.097
H -0.010 0.194 0.205
H 0.216 -0.065 -0.252
H -0.139 -0.160 -0.101
H 0.121 -0.065 0.060
H 0.199 0.041 -0.100
H -0.009 0.050 -0.184

Strongest force on any atom, hartree/bohr: 0.0142
Frontier orbital gap, eV: 8.5960
ΔE to the lowest compared entry with this formula, charge and spin, eV: 5.0258
Calculated total energy, eV: -8335.4354

Atom-resolved charges from natural (NBO), all expressed in e:
1 O -0.565
2 C 0.385
3 C -0.251
4 C -0.098
5 O -0.486
6 C -0.165
7 H 0.195
8 H 0.155
9 H 0.188
10 H 0.215
11 H 0.229
12 H 0.198